Record 1
{"formula": "C20H24FN3O4S", "method": "ωB97M-V/def2-TZVPD", "relative_energy_kcal_mol": 11.3, "spin_multiplicity": 1, "lumo_energy_ev": 0.512, "smiles": "COc1ccc(S(=O)(=O)N2CCCN(CC(=O)Nc3ccccc3F)CC2)cc1", "homo_energy_ev": -8.241, "symbols": ["C", "H", "O", "C", "C", "C", "C", "C", "C", "H", "H", "S", "O", "O", "N", "C", "H", "C", "N", "C", "C", "O", "N", "C", "C", "C", "C", "C", "C", "F", "H", "H", "H", "H", "H", "H", "H", "C", "C", "H", "H", "C", "H", "H", "H", "H", "H", "H", "H", "H", "H", "H", "H"], "coordinates": [[2.769, -5.522, -3.987], [2.561, -4.834, -4.812], [1.686, -5.592, -3.087], [1.312, -4.474, -2.423], [1.908, -3.223, -2.571], [1.437, -2.147, -1.836], [0.384, -2.313, -0.962], [-0.215, -3.552, -0.804], [0.246, -4.628, -1.529], [-0.195, -5.606, -1.425], [-1.026, -3.656, -0.101], [-0.257, -0.925, -0.046], [-0.602, -1.342, 1.279], [0.671, 0.170, -0.201], [-1.660, -0.612, -0.883], [-1.557, 0.251, -2.035], [-1.989, -0.254, -2.909], [-2.263, 1.610, -1.837], [-1.962, 2.310, -0.610], [-0.652, 2.956, -0.648], [-0.229, 3.474, 0.723], [-0.614, 4.533, 1.169], [0.635, 2.632, 1.354], [1.186, 2.768, 2.625], [0.864, 3.792, 3.513], [1.452, 3.850, 4.764], [2.370, 2.894, 5.163], [2.709, 1.868, 4.297], [2.121, 1.819, 3.051], [2.475, 0.820, 2.206], [3.422, 1.107, 4.571], [2.824, 2.943, 6.140], [1.186, 4.654, 5.433], [0.152, 4.540, 3.206], [0.877, 1.764, 0.875], [0.131, 2.286, -1.027], [-0.741, 3.820, -1.317], [-2.238, 1.593, 0.633], [-3.376, 0.583, 0.518], [-4.224, 1.041, 0.010], [-3.695, 0.330, 1.529], [-2.927, -0.713, -0.201], [-3.678, -1.035, -0.929], [-2.792, -1.505, 0.535], [-1.360, 1.057, 1.015], [-2.512, 2.353, 1.374], [-1.989, 2.265, -2.668], [-3.343, 1.456, -1.885], [-0.491, 0.395, -2.214], [1.895, -1.175, -1.924], [2.735, -3.075, -3.246], [2.888, -6.530, -4.380], [3.691, -5.220, -3.482]], "mulliken_charge": [-0.8235, 0.3380, -0.4367, 0.9029, -0.6185, -0.4240, -0.4203, -0.5124, -0.8396, 0.4310, 0.4534, 1.6485, -0.7795, -0.9225, 0.2679, -0.8335, 0.4190, -1.0703, 0.1618, -0.4283, 0.2753, -0.6705, 0.2003, 0.1129, -0.3107, -0.7646, -0.3826, -0.6640, 0.5553, -0.2626, 0.4296, 0.3760, 0.3920, 0.5040, 0.0573, 0.2260, 0.5046, -0.3462, -1.0470, 0.3265, 0.4839, -0.7375, 0.4217, 0.3640, 0.0971, 0.6170, 0.4876, 0.3158, 0.4760, 0.4769, 0.3961, 0.2342, 0.3418]}

Record 2
{"formula": "C20H24N2O7", "method": "ωB97M-V/def2-TZVPD", "relative_energy_kcal_mol": 16.9, "spin_multiplicity": 1, "lumo_energy_ev": -0.013, "smiles": "CCOC(=O)C1=C(COC(=O)/C=C/c2cccc(OC)c2OC)NC(=O)N[C@@H]1C", "homo_energy_ev": -8.326, "symbols": ["C", "C", "H", "H", "O", "C", "O", "C", "C", "N", "C", "O", "N", "H", "C", "C", "H", "H", "H", "H", "H", "C", "H", "H", "O", "C", "O", "C", "C", "C", "C", "C", "C", "C", "C", "O", "C", "H", "H", "H", "O", "C", "H", "H", "H", "H", "H", "H", "H", "H", "H", "H", "H"], "coordinates": [[4.517, 4.044, 0.809], [3.215, 3.305, 1.084], [2.850, 3.512, 2.092], [2.458, 3.591, 0.346], [3.393, 1.892, 1.040], [3.370, 1.319, -0.184], [3.192, 1.957, -1.198], [3.608, -0.119, -0.105], [3.443, -0.950, -1.162], [3.814, -2.261, -1.066], [4.569, -2.782, -0.021], [5.023, -3.903, -0.075], [4.805, -1.909, 0.983], [5.296, -2.296, 1.775], [4.001, -0.723, 1.224], [2.742, -1.061, 2.033], [3.009, -1.566, 2.959], [2.207, -0.146, 2.271], [2.091, -1.707, 1.449], [4.616, -0.013, 1.788], [3.582, -2.908, -1.805], [2.863, -0.518, -2.484], [2.836, -1.373, -3.172], [3.453, 0.296, -2.913], [1.555, 0.022, -2.363], [0.676, -0.651, -1.599], [0.945, -1.690, -1.037], [-0.608, 0.046, -1.555], [-1.638, -0.459, -0.861], [-2.954, 0.122, -0.712], [-3.226, 1.436, -1.104], [-4.480, 1.970, -0.934], [-5.492, 1.201, -0.379], [-5.265, -0.109, 0.016], [-3.978, -0.664, -0.138], [-3.608, -1.928, 0.186], [-4.418, -2.782, 0.964], [-3.792, -3.652, 1.164], [-4.706, -2.317, 1.908], [-5.314, -3.095, 0.425], [-6.249, -0.904, 0.551], [-7.536, -0.366, 0.727], [-7.527, 0.489, 1.411], [-7.984, -0.069, -0.226], [-8.126, -1.169, 1.166], [-6.471, 1.637, -0.263], [-4.689, 2.986, -1.230], [-2.436, 2.033, -1.527], [-1.482, -1.407, -0.363], [-0.647, 0.967, -2.115], [5.286, 3.727, 1.510], [4.853, 3.834, -0.203], [4.359, 5.113, 0.914]], "mulliken_charge": [-1.1447, -0.3069, 0.3513, 0.3222, -0.2590, 0.1971, -0.6603, 0.5117, 0.2706, 0.0292, 0.2034, -0.6813, -0.1559, 0.2697, 0.1406, -1.3518, 0.3860, 0.3660, 0.2563, 0.4462, 0.2512, -1.0534, 0.3643, 0.3060, -0.2584, 0.6499, -0.6408, -0.9809, 0.0962, 0.8345, -0.7781, -1.0591, -0.4879, 1.2713, 0.0847, -0.4206, -0.8227, 0.2859, 0.3367, 0.2408, -0.3949, -0.9772, 0.3727, 0.3661, 0.2513, 0.3926, 0.3691, 0.3053, 0.5370, 0.3696, 0.2954, 0.3023, 0.4010]}

Record 3
{"formula": "C20H24N4O2PtS5", "method": "ωB97M-V/def2-TZVPD", "charge": 2, "spin_multiplicity": 5, "lumo_energy_ev": [-6.125, -8.424], "homo_energy_ev": [-13.160, -14.092], "symbols": ["Pt", "N", "C", "S", "N", "N", "C", "C", "C", "C", "C", "C", "N", "H", "H", "H", "H", "H", "H", "H", "C", "C", "S", "C", "C", "S", "C", "C", "S", "H", "H", "H", "H", "H", "H", "H", "H", "H", "H", "H", "H", "O", "C", "O", "C", "C", "C", "C", "S", "C", "C", "H", "H", "H", "H", "H"], "coordinates": [[-0.625, -0.523, -0.638], [1.004, 3.286, 0.973], [0.441, 2.089, 0.761], [-0.476, 1.945, -0.760], [0.555, 1.169, 1.669], [-0.080, -0.004, 1.375], [-0.196, -0.867, 2.307], [-0.933, -2.107, 2.040], [-1.180, -3.009, 3.059], [-1.985, -4.111, 2.799], [-2.532, -4.252, 1.537], [-2.220, -3.310, 0.566], [-1.417, -2.275, 0.793], [1.062, 3.964, 0.234], [1.571, 3.414, 1.797], [0.192, -0.656, 3.299], [-0.763, -2.841, 4.043], [-2.196, -4.832, 3.577], [-3.193, -5.073, 1.296], [-2.646, -3.385, -0.426], [-0.711, -3.713, -2.840], [-1.382, -2.574, -3.594], [-1.329, -0.883, -2.912], [0.061, -0.085, -3.755], [1.456, -0.487, -3.306], [1.661, -0.485, -1.492], [2.462, -2.080, -1.164], [1.594, -3.324, -1.226], [1.092, -3.816, -2.904], [-1.075, -4.640, -3.287], [-1.019, -3.732, -1.798], [-2.451, -2.781, -3.671], [-1.001, -2.490, -4.612], [-0.116, 0.979, -3.594], [-0.051, -0.269, -4.825], [2.183, 0.224, -3.697], [1.707, -1.484, -3.656], [2.879, -1.958, -0.162], [3.306, -2.138, -1.853], [0.702, -3.199, -0.613], [2.168, -4.148, -0.802], [-5.266, 8.091, -1.340], [-5.891, 6.986, -0.913], [-7.081, 6.901, -0.882], [-5.037, 5.806, -0.514], [-5.553, 4.960, 0.476], [-4.859, 3.840, 0.850], [-3.629, 3.519, 0.210], [-2.843, 2.100, 0.681], [-3.127, 4.377, -0.802], [-3.825, 5.506, -1.148], [-4.315, 8.066, -1.174], [-6.505, 5.206, 0.925], [-5.240, 3.184, 1.621], [-2.201, 4.124, -1.299], [-3.450, 6.143, -1.940]], "mulliken_charge": [0.9124, -0.3710, 0.7205, -0.5178, -1.3768, 0.6726, -0.5761, 0.9126, -0.8824, -0.3217, -0.9358, -0.1692, -0.0680, 0.2104, 0.2565, 0.4554, 0.4596, 0.4605, 0.4250, 0.5742, -0.0057, -0.7530, -0.0389, -0.9239, -0.5735, -0.0230, -0.8608, 0.0777, -0.1252, 0.5092, -0.4186, 0.5053, 0.4374, 0.3132, 0.5616, 0.5340, 0.3053, 0.4511, 0.5060, -0.3864, 0.4877, -0.4337, 0.5672, -0.4624, 0.4435, -0.8324, -0.5794, 1.0353, -0.0118, -0.2847, -0.9105, 0.3259, 0.4642, 0.4450, 0.3988, 0.4143]}